#one
C2H7N4S | ωB97M-V/def2-TZVPD

Last column: Mulliken charge in e.
Cartesian coordinates (Å):
C  -0.738  0.485  1.255  0.337
C  1.924  -1.248  0.163  -0.585
N  -0.563  0.348  0.071  0.250
N  -0.367  0.228  -1.205  -0.307
N  -1.348  0.189  -2.162  -0.512
N  -0.754  1.071  2.388  -0.378
S  1.434  -0.868  -1.399  0.137
H  1.503  -2.173  0.569  0.330
H  2.721  -0.717  0.533  0.344
H  -2.204  0.726  -1.914  0.278
H  -1.702  -0.780  -2.283  0.269
H  -1.131  2.039  2.344  0.298
H  -1.104  0.629  3.229  0.302
H  2.330  0.071  -1.589  0.238

Its charge is +1. Its LUMO energy is -0.153 Ha. The value obtained for the HOMO-LUMO gap is 8.6 eV. The calculation puts the HOMO energy at -12.80 eV.



#two
C2H7N4S | ωB97M-V/def2-TZVPD

Last column: Mulliken charge in e.
Cartesian coordinates (Å):
C  -0.184  -1.050  0.079  0.556
C  -1.745  1.122  -0.068  -1.116
N  2.903  0.546  -0.008  -0.583
N  2.112  -0.401  -0.088  -0.121
N  0.863  0.053  0.123  0.116
N  0.331  -2.270  0.004  -0.335
S  -1.808  -0.688  0.001  0.036
H  -1.309  1.575  -0.900  0.465
H  -1.427  1.673  0.853  0.384
H  -2.664  1.588  -0.042  0.416
H  3.805  0.114  -0.214  0.296
H  0.571  0.893  0.556  0.333
H  1.343  -2.492  0.166  0.303
H  -0.103  -3.026  -0.482  0.250

Its charge is +1. Its LUMO energy is -0.171 Ha. The value obtained for the HOMO-LUMO gap is 10.0 eV. The calculation puts the HOMO energy at -14.64 eV.



So which one is most stable? That would be #two, about 3.595 eV below the next structure.



#one
C4H9N2O2 | ωB97M-V/def2-TZVPD

Last column: Mulliken charge in e.
Cartesian coordinates (Å):
C  1.731  0.382  0.250  -0.013
C  -0.423  1.274  -0.489  -0.700
C  0.229  -1.261  -0.479  -0.865
C  -1.212  0.113  0.247  0.418
N  0.933  1.394  -0.020  -0.086
N  1.430  -0.895  0.166  -0.009
O  -1.270  -0.001  1.548  -0.429
O  -2.265  -0.228  -0.512  -0.469
H  2.772  0.688  0.634  0.316
H  -0.344  1.126  -1.541  0.374
H  -0.858  2.292  -0.403  0.376
H  -0.231  -2.228  -0.257  0.452
H  0.190  -0.879  -1.526  0.353
H  1.298  2.337  -0.066  0.287
H  1.999  -1.605  0.631  0.282
H  -1.835  -0.649  1.807  0.328
H  -2.852  -0.976  -0.221  0.384

Its charge is +1. Its LUMO energy is -0.123 Ha. The value obtained for the HOMO-LUMO gap is 8.7 eV. The calculation puts the HOMO energy at -12.09 eV.



#two
C4H9N2O2 | ωB97M-V/def2-TZVPD

Last column: Mulliken charge in e.
Cartesian coordinates (Å):
C  2.298  0.763  0.494  0.122
C  -1.565  0.107  0.596  -0.617
C  -0.553  -1.254  -0.502  -0.601
C  -1.038  0.108  -0.651  0.537
N  1.758  1.616  -0.430  -0.333
N  -0.749  -1.084  0.979  0.019
O  1.638  0.152  1.309  -0.633
O  -1.285  0.751  -1.786  -0.455
H  3.407  0.786  0.484  0.345
H  0.815  1.927  -0.571  0.233
H  -1.945  0.864  1.229  0.388
H  -1.327  -1.842  -0.938  0.391
H  0.437  -1.734  -0.840  0.286
H  2.572  1.852  -1.112  0.260
H  0.081  -0.722  1.368  0.352
H  -1.293  -1.783  1.505  0.361
H  -1.153  0.202  -2.543  0.346

Its charge is +1. Its LUMO energy is -0.123 Ha. The value obtained for the HOMO-LUMO gap is 10.8 eV. The calculation puts the HOMO energy at -14.16 eV.



#three
C4H9N2O2 | ωB97M-V/def2-TZVPD

Last column: Mulliken charge in e.
Cartesian coordinates (Å):
O  -2.009  -0.293  0.778  -0.476
C  -0.880  -0.730  0.974  -0.344
C  -0.026  -1.244  -0.085  0.146
C  0.693  0.010  -0.811  -0.790
C  0.886  1.253  0.088  0.392
N  0.946  2.447  -0.585  -0.374
O  1.000  1.042  1.289  -0.569
N  -0.639  -2.194  -1.091  -0.210
H  -0.333  -0.569  1.910  0.418
H  0.825  -1.824  0.570  0.315
H  1.744  -0.332  -1.014  0.306
H  0.163  0.233  -1.784  0.501
H  1.151  3.227  -0.027  0.265
H  0.605  2.648  -1.599  0.254
H  -1.379  -2.589  -0.524  0.369
H  0.150  -2.752  -1.469  0.386
H  -1.041  -1.535  -1.857  0.413

Its charge is +1. Its LUMO energy is -0.150 Ha. The value obtained for the HOMO-LUMO gap is 9.9 eV. The calculation puts the HOMO energy at -13.93 eV.



So which one is most stable? That would be #three, about 0.614 eV below the next structure.



#one
C3H2FNOS2 | ωB97M-V/def2-TZVPD

Last column: Mulliken charge in e.
Cartesian coordinates (Å):
C  -0.346  -0.699  0.036  0.547
C  1.645  -0.230  -0.037  0.550
C  -0.285  0.662  -0.151  0.033
H  -2.705  -1.013  0.031  0.151
H  -1.037  2.070  1.341  0.139
N  0.939  -1.257  0.197  -0.475
O  1.108  0.988  -0.118  -0.205
F  2.988  -0.233  0.003  -0.226
S  -1.586  -1.873  -0.040  -0.254
S  -1.206  2.094  -0.017  -0.259

Its LUMO energy is 0.012 Ha. The value obtained for the HOMO-LUMO gap is 9.3 eV. The calculation puts the HOMO energy at -8.94 eV.



#two
C3H2FNOS2 | ωB97M-V/def2-TZVPD

Last column: Mulliken charge in e.
Cartesian coordinates (Å):
C  0.390  0.148  -1.067  0.268
C  -1.127  0.800  0.346  0.262
C  -0.253  -0.185  0.165  0.353
H  2.358  -1.391  -0.347  0.158
H  -0.311  -1.072  2.415  0.173
N  0.084  1.388  -1.494  -0.379
O  -0.964  1.729  -0.658  -0.108
F  -2.060  1.020  1.247  -0.227
S  1.755  -0.836  -1.764  -0.257
S  0.129  -1.600  1.155  -0.243

Its LUMO energy is 0.002 Ha. The value obtained for the HOMO-LUMO gap is 9.5 eV. The calculation puts the HOMO energy at -9.40 eV.



So which one is most stable? That would be #one, about 1.944 eV below the next structure.



#one
H2N2O2S | ωB97M-V/def2-TZVPD

Last column: Mulliken charge in e.
Cartesian coordinates (Å):
N  1.369  0.327  -0.218  -0.156
N  1.625  1.466  -0.057  -0.073
O  -1.302  -0.193  1.421  -0.416
O  -1.500  -1.401  -0.770  -0.518
S  -1.170  0.080  0.053  0.577
H  -1.553  -2.196  -0.070  0.352
H  2.531  1.917  -0.359  0.234

Its LUMO energy (spin up / spin down) is 0.003 / -0.007 Ha. The value obtained for the HOMO-LUMO gap (spin up / spin down) is 8.0 / 8.4 eV. The calculation puts the HOMO energy (spin up / spin down) at -7.95 / -8.57 eV.



#two
H2N2O2S | ωB97M-V/def2-TZVPD

Last column: Mulliken charge in e.
Cartesian coordinates (Å):
N  0.506  -0.359  -0.070  -0.042
N  -0.646  -0.252  -0.499  -0.007
O  2.887  -0.193  0.320  -0.445
O  -1.675  -0.785  0.105  -0.376
S  1.746  0.613  -0.103  0.381
H  -0.924  1.339  -0.733  0.142
H  -1.894  -0.362  0.980  0.348

Its LUMO energy (spin up / spin down) is -0.046 / -0.046 Ha. The value obtained for the HOMO-LUMO gap (spin up / spin down) is 7.6 / 7.6 eV. The calculation puts the HOMO energy (spin up / spin down) at -8.82 / -8.82 eV.



So which one is most stable? That would be #one, about 3.089 eV below the next structure.



#one
H2N2O2S | ωB97M-V/def2-TZVPD

Last column: Mulliken charge in e.
Cartesian coordinates (Å):
N  2.936  -0.881  -0.389  0.198
N  1.994  -1.448  -0.703  -0.036
O  3.951  1.042  0.925  -0.510
O  0.492  0.251  0.129  -0.671
S  4.246  0.015  -0.084  0.335
H  1.009  0.929  -0.293  0.335
H  0.807  -0.021  0.997  0.349

Its LUMO energy is -0.028 Ha. The value obtained for the HOMO-LUMO gap is 8.0 eV. The calculation puts the HOMO energy at -8.75 eV.



#two
H2N2O2S | ωB97M-V/def2-TZVPD

Last column: Mulliken charge in e.
Cartesian coordinates (Å):
N  -0.204  1.835  0.665  -0.323
N  -0.506  -0.022  0.083  -0.366
O  -0.845  4.087  -0.116  -0.425
O  -1.372  2.213  -1.650  -0.434
S  -0.871  2.690  -0.377  0.968
H  0.193  -0.342  0.754  0.286
H  0.064  0.333  -0.666  0.293

Its LUMO energy is -0.048 Ha. The value obtained for the HOMO-LUMO gap is 10.2 eV. The calculation puts the HOMO energy at -11.53 eV.



#three
H2N2O2S | ωB97M-V/def2-TZVPD

Last column: Mulliken charge in e.
Cartesian coordinates (Å):
N  -0.429  0.250  -0.084  -0.082
N  0.640  -0.388  -0.152  -0.040
O  -2.844  0.498  -0.105  -0.451
O  1.790  0.467  0.192  -0.396
S  -1.781  -0.449  0.113  0.337
H  0.894  -1.455  0.503  0.303
H  1.731  1.077  -0.468  0.328

Its LUMO energy (spin up / spin down) is -0.024 / -0.024 Ha. The value obtained for the HOMO-LUMO gap (spin up / spin down) is 8.2 / 8.2 eV. The calculation puts the HOMO energy (spin up / spin down) at -8.86 / -8.86 eV.



So which one is most stable? That would be #one, about 1.788 eV below the next structure.



#one
C3H7NO3S | ωB97M-V/def2-TZVPD

Last column: Mulliken charge in e.
Cartesian coordinates (Å):
C  -0.420  0.352  -0.382  -0.292
C  -1.014  1.732  -0.915  -0.656
S  -2.586  2.311  -0.208  -0.751
N  0.736  -0.408  -1.131  -0.205
C  1.829  -1.177  -0.567  0.445
O  1.808  -1.021  0.806  -0.855
O  2.466  -1.942  -1.283  -0.723
H  0.190  0.555  0.483  0.242
H  -1.128  -0.442  -0.074  0.227
H  -1.154  1.624  -1.968  0.189
H  -0.181  2.438  -0.757  0.209
H  0.881  -0.288  -2.213  0.171
H  -0.262  -1.185  3.334  0.303
H  0.713  -1.879  2.316  0.425
O  0.077  -2.086  3.140  -0.730

Its charge is -2. Its LUMO energy is 0.220 Ha. The value obtained for the HOMO-LUMO gap is 6.0 eV. The calculation puts the HOMO energy at 0.01 eV.



#two
C3H7NO3S | ωB97M-V/def2-TZVPD

Last column: Mulliken charge in e.
Cartesian coordinates (Å):
O  -0.599  -1.210  -0.942  -0.884
C  -0.160  -0.728  0.166  0.372
O  -0.536  -1.065  1.298  -0.713
C  0.936  0.360  -0.049  0.354
C  1.454  0.927  1.277  -0.932
S  2.463  2.474  1.246  -0.753
N  0.382  1.427  -0.931  -0.623
H  1.738  -0.106  -0.623  0.113
H  0.584  1.105  1.904  0.251
H  2.050  0.155  1.759  0.271
H  0.238  2.259  -0.367  0.206
H  -0.474  1.066  -1.331  0.267
H  -1.911  -2.211  -1.256  0.529
H  -3.317  -1.870  -0.848  0.266
O  -2.845  -2.584  -1.304  -0.726

Its charge is -2. Its LUMO energy is 0.226 Ha. The value obtained for the HOMO-LUMO gap is 5.7 eV. The calculation puts the HOMO energy at 0.48 eV.



So which one is most stable? That would be #two, about 0.958 eV below the next structure.